114
Properties=species:S:1:pos:R:3:lowdin_charge:R:1 method="wB97M-V/def2-TZVPD" e_above_lowest_kj_mol=570.2 gap_ev="5.224 / 5.224" charge=0 mol_weight_g_mol=1043.34 total_energy_ev=-92609.389
Zr -0.457 0.152 0.545 1.906
C -6.961 3.512 3.609 -0.105
C -5.903 4.239 3.159 -0.099
C -4.761 3.651 2.614 -0.010
C -4.748 2.247 2.574 -0.222
C -5.812 1.446 2.954 -0.004
C -6.913 2.135 3.524 -0.066
C -3.609 1.480 2.026 -0.078
C -3.585 0.982 0.729 -0.298
C -4.607 1.207 -0.221 -0.006
C -4.378 0.251 -1.170 -0.040
C -3.196 -0.419 -0.925 -0.245
C -2.703 -1.492 -1.740 -0.087
C -3.735 -2.262 -2.482 -0.175
C -3.697 -2.401 -3.880 -0.056
C -4.671 -3.054 -4.542 -0.105
C -5.737 -3.613 -3.846 -0.104
C -5.824 -3.521 -2.478 -0.092
C -4.833 -2.862 -1.779 -0.013
C -1.371 -1.876 -1.743 -0.248
N -0.362 -1.204 -1.154 -0.022
C 0.867 -1.903 -1.558 -0.398
C 1.927 -1.989 -0.470 -0.035
C 3.222 -1.890 -1.181 -0.239
C 4.324 -2.798 -0.840 -0.055
C 5.545 -2.722 -1.425 -0.039
C 5.979 -1.634 -2.395 -0.054
C 5.238 -0.761 -3.055 -0.001
C 3.813 -0.424 -2.594 -0.187
C 1.949 -1.668 0.829 -0.256
C 3.187 -1.569 1.657 0.026
C 2.809 -1.070 2.822 0.037
C 1.335 -0.762 2.763 -0.214
N 0.845 -1.311 1.594 -0.034
C 0.692 -0.022 3.739 -0.093
C -0.632 0.418 3.667 -0.269
C -1.308 0.989 4.790 0.006
C -2.453 1.430 4.285 -0.025
C -2.539 1.158 2.903 -0.216
N -1.368 0.503 2.573 -0.007
C 1.580 0.348 4.907 -0.225
C 2.234 1.556 4.998 -0.040
C 3.050 1.904 6.037 -0.077
C 3.214 1.018 7.085 -0.077
C 2.634 -0.240 6.968 -0.080
C 1.806 -0.553 5.923 -0.051
C 0.460 -3.208 -2.276 0.098
C -0.835 -3.031 -2.387 -0.018
N -2.611 0.102 0.211 -0.038
H -7.870 3.918 4.041 0.107
H -5.879 5.333 3.110 0.108
H -3.892 4.243 2.262 0.128
H -5.684 0.378 2.869 0.127
H -7.742 1.516 3.858 0.102
H -5.423 1.928 -0.214 0.130
H -4.996 0.153 -2.054 0.125
H -2.949 -1.943 -4.513 0.120
H -4.718 -3.194 -5.623 0.108
H -6.480 -4.108 -4.466 0.101
H -6.591 -4.118 -2.019 0.099
H -4.959 -2.612 -0.740 0.113
H 4.263 -3.692 -0.161 0.141
H 6.321 -3.399 -1.044 0.104
H 6.993 -1.663 -2.644 0.076
H 5.570 -0.254 -3.916 0.098
H 3.364 0.451 -3.067 0.150
H 4.121 -1.811 1.262 0.085
H 3.465 -0.859 3.642 0.112
H -0.774 1.184 5.703 0.116
H -3.275 1.771 4.872 0.113
H 2.039 2.276 4.244 0.108
H 3.569 2.849 6.042 0.105
H 3.774 1.278 7.944 0.089
H 2.726 -1.010 7.725 0.103
H 1.384 -1.546 5.833 0.126
H 1.135 -3.979 -2.596 0.120
H -1.456 -3.770 -2.876 0.120
O 2.150 -0.876 -5.279 0.075
C 2.598 -2.151 -5.148 -0.261
C 2.611 -3.008 -6.252 -0.004
C 3.059 -4.301 -6.161 -0.077
C 3.496 -4.716 -4.901 -0.072
C 3.488 -3.847 -3.809 -0.027
C 3.046 -2.533 -3.919 -0.093
C 2.892 -1.644 -2.718 -0.253
O 1.548 -1.228 -2.578 -0.016
N 3.725 -0.400 -1.148 0.010
N 2.723 0.510 -0.599 0.120
C 3.350 1.618 -0.286 -0.036
C 2.740 2.784 0.378 -0.119
C 3.438 4.010 0.400 -0.042
C 2.924 5.140 0.964 -0.108
C 1.657 5.076 1.434 -0.085
C 0.895 3.899 1.475 0.008
C 1.427 2.753 0.903 -0.300
O 0.627 1.695 0.755 -0.315
H 1.550 -0.719 -4.567 0.080
H 2.129 -2.710 -7.165 0.115
H 2.996 -5.020 -6.952 0.100
H 3.898 -5.731 -4.739 0.108
H 3.675 -4.193 -2.844 0.086
H 4.409 1.724 -0.475 0.123
H 4.458 3.893 0.094 0.105
H 3.527 6.031 0.856 0.109
H 1.261 6.018 1.764 0.102
H -0.136 3.930 1.820 0.121
S -0.365 3.827 -2.865 1.037
C -1.758 3.996 -1.824 -0.349
C -1.842 2.898 -1.084 -0.272
N -0.947 1.926 -1.342 -0.076
C -0.087 2.287 -2.256 -0.470
H -2.354 4.942 -1.681 0.100
H -2.707 2.606 -0.474 0.097
H 0.763 1.726 -2.595 0.071

108
Properties=species:S:1:pos:R:3:lowdin_charge:R:1 method="wB97M-V/def2-TZVPD" e_above_lowest_kj_mol=251.8 smiles="O=[N+]([O-])c1ccccc1.O=[N+]([O-])c1ccccc1.CC(C)=O.CC(C)=O.CC(C)=O.CC(C)=O.CC(C)=O.CC(C)=O.CC(C)=O.CC(C)=O" gap_ev=8.825 charge=0 mol_weight_g_mol=710.86 total_energy_ev=-65814.365
O -5.984 -20.304 16.166 0.097
N -6.739 -19.410 16.013 -0.368
O -7.846 -19.482 15.488 0.062
C -6.374 -18.045 16.598 -0.069
C -5.018 -17.680 16.782 -0.023
C -4.843 -16.487 17.403 -0.104
C -5.826 -15.597 17.785 -0.063
C -7.163 -15.923 17.504 -0.077
C -7.471 -17.149 16.960 0.006
H -4.183 -18.313 16.524 0.101
H -3.878 -16.202 17.796 0.111
H -5.602 -14.628 18.207 0.108
H -7.902 -15.310 17.998 0.107
H -8.500 -17.477 16.926 0.112
O 1.601 -27.446 9.638 0.098
N 0.662 -26.691 9.744 -0.344
O -0.441 -26.982 9.288 0.056
C 0.787 -25.431 10.429 -0.175
C 2.014 -24.961 10.870 0.024
C 2.132 -23.787 11.701 -0.044
C 0.967 -23.137 12.024 -0.078
C -0.299 -23.509 11.494 -0.016
C -0.324 -24.735 10.795 -0.024
H 2.929 -25.459 10.585 0.113
H 3.091 -23.354 11.942 0.106
H 0.939 -22.266 12.661 0.106
H -1.205 -22.952 11.685 0.089
H -1.283 -25.064 10.423 0.085
C -0.413 -20.431 8.463 -0.017
C -1.718 -19.707 8.689 -0.460
C -2.596 -20.166 9.845 -0.022
O -2.025 -18.724 8.028 0.054
H 0.100 -20.057 7.578 0.084
H -0.599 -21.474 8.207 0.059
H 0.219 -20.492 9.349 0.086
H -3.648 -20.103 9.566 0.090
H -2.661 -19.539 10.734 0.064
H -2.297 -21.153 10.198 0.048
C -4.842 -22.392 13.476 -0.015
C -3.950 -23.521 13.101 -0.430
C -3.842 -23.694 11.557 -0.004
O -3.331 -24.214 13.940 0.020
H -4.431 -21.467 13.072 0.073
H -4.744 -22.308 14.558 0.077
H -5.880 -22.530 13.172 0.102
H -3.770 -22.820 10.910 0.071
H -4.577 -24.425 11.219 0.063
H -2.944 -24.307 11.477 0.028
C -7.905 -25.098 8.615 -0.023
C -7.060 -25.694 7.565 -0.509
C -5.684 -25.045 7.457 -0.025
O -7.483 -26.465 6.739 0.080
H -8.886 -25.572 8.656 0.091
H -8.004 -24.017 8.516 0.093
H -7.332 -25.174 9.539 0.076
H -5.827 -24.013 7.136 0.082
H -5.226 -25.555 6.609 0.084
H -5.113 -25.049 8.386 0.068
C -0.640 -23.752 15.900 -0.027
C -1.211 -22.370 15.981 -0.486
C -1.681 -22.017 17.387 -0.020
O -1.450 -21.649 15.025 0.049
H 0.267 -23.772 16.503 0.089
H -0.254 -23.884 14.889 0.066
H -1.389 -24.539 15.996 0.091
H -2.533 -22.653 17.627 0.088
H -2.057 -20.994 17.345 0.074
H -0.967 -22.171 18.195 0.081
C -3.680 -23.064 5.736 -0.046
C -2.918 -23.336 6.975 -0.485
C -1.679 -24.162 6.696 -0.001
O -3.173 -22.800 8.083 0.016
H -4.363 -23.799 5.312 0.086
H -2.962 -22.761 4.974 0.091
H -4.177 -22.115 5.937 0.094
H -1.876 -24.718 5.779 0.090
H -1.403 -24.617 7.647 0.078
H -1.021 -23.346 6.398 0.091
C -5.729 -26.199 14.737 -0.018
C -6.262 -26.741 13.428 -0.437
C -6.653 -28.245 13.316 0.003
O -6.344 -25.939 12.497 0.021
H -4.945 -26.881 15.066 0.083
H -6.585 -26.189 15.412 0.091
H -5.270 -25.213 14.667 0.053
H -5.869 -28.858 12.872 0.071
H -7.610 -28.278 12.795 0.083
H -6.875 -28.622 14.314 0.072
C -3.537 -16.381 12.767 -0.011
C -2.479 -17.501 13.120 -0.414
C -3.004 -18.720 13.918 -0.012
O -1.292 -17.491 12.718 0.019
H -3.896 -15.837 13.640 0.070
H -4.368 -16.928 12.321 0.076
H -3.078 -15.687 12.062 0.075
H -2.177 -19.214 14.428 0.072
H -3.356 -19.346 13.099 0.064
H -3.816 -18.463 14.599 0.041
C -2.443 -27.379 12.482 0.012
C -3.403 -27.920 11.368 -0.460
C -3.906 -27.016 10.277 -0.024
O -3.734 -29.070 11.354 0.069
H -1.421 -27.756 12.438 0.080
H -2.832 -27.413 13.500 0.074
H -2.226 -26.334 12.261 0.033
H -3.810 -27.565 9.340 0.095
H -3.377 -26.078 10.110 0.046
H -4.945 -26.738 10.455 0.070

77
Properties=species:S:1:pos:R:3:lowdin_charge:R:1 method="wB97M-V/def2-TZVPD" e_above_lowest_kj_mol=61.0 gap_ev="7.081 / 5.014" charge=+3 s_squared=0.76 mol_weight_g_mol=700.59 total_energy_ev=-64081.144 multiplicity=2
Ir -0.157 0.242 0.036 1.380
C -0.210 -1.626 -5.048 0.051
C -0.702 -1.480 -3.656 -0.163
C -1.879 -2.061 -3.068 0.250
C -1.917 -1.630 -1.697 -0.143
N -0.869 -0.870 -1.511 0.029
N -0.125 -0.785 -2.727 0.122
B 1.230 0.058 -2.745 -0.462
N 0.854 1.483 -2.380 0.066
N 0.318 1.692 -1.160 -0.072
C 0.246 3.000 -0.908 -0.188
C 0.716 3.670 -2.032 0.103
C 1.099 2.691 -2.944 -0.190
C 1.706 2.837 -4.293 0.026
C -0.202 3.438 0.454 -0.514
C -0.588 2.178 1.229 -0.140
C -1.427 4.356 0.364 0.011
C 0.956 4.144 1.173 0.009
N 2.052 -0.595 -1.649 0.046
N 1.611 -0.635 -0.350 -0.030
C 2.550 -1.242 0.403 -0.174
C 3.623 -1.549 -0.436 0.079
C 3.290 -1.137 -1.707 -0.206
C 4.074 -1.228 -2.968 0.022
C 2.478 -1.564 1.874 -0.542
C 3.541 -0.749 2.623 -0.006
C 1.104 -1.248 2.435 -0.095
C 2.746 -3.066 2.042 -0.011
C -2.962 -1.977 -0.669 -0.529
C -2.267 -2.739 0.467 -0.043
C -3.639 -0.668 -0.227 -0.045
C -4.028 -2.892 -1.287 -0.026
H -0.881 -2.260 -5.623 0.111
H 0.788 -2.067 -5.053 0.116
H -0.143 -0.650 -5.532 0.117
H -2.599 -2.703 -3.557 0.158
H 1.723 -0.031 -3.815 0.134
H 0.795 4.737 -2.166 0.147
H 1.821 3.891 -4.535 0.106
H 1.077 2.383 -5.059 0.102
H 2.692 2.371 -4.329 0.101
H -1.493 1.679 0.779 0.062
H -0.884 2.362 2.262 0.079
H 0.341 1.488 1.364 0.071
H -2.260 3.868 -0.148 0.104
H -1.176 5.266 -0.179 0.109
H -1.754 4.647 1.363 0.108
H 1.834 3.497 1.250 0.101
H 0.649 4.437 2.178 0.110
H 1.244 5.046 0.637 0.109
H 4.538 -2.038 -0.145 0.145
H 5.032 -1.701 -2.771 0.106
H 4.266 -0.239 -3.385 0.101
H 3.553 -1.826 -3.717 0.097
H 3.375 0.325 2.508 0.093
H 4.544 -0.979 2.266 0.100
H 3.505 -0.989 3.686 0.107
H 0.904 -0.172 2.423 0.037
H 1.040 -1.534 3.487 0.119
H 0.311 -1.809 1.923 0.047
H 3.737 -3.343 1.687 0.096
H 2.006 -3.664 1.505 0.100
H 2.694 -3.327 3.100 0.107
H -1.385 -2.224 0.857 0.008
H -1.949 -3.723 0.120 0.110
H -2.957 -2.882 1.299 0.103
H -2.933 0.100 0.101 0.009
H -4.312 -0.864 0.607 0.104
H -4.231 -0.257 -1.047 0.108
H -3.614 -3.845 -1.621 0.105
H -4.567 -2.408 -2.104 0.104
H -4.764 -3.121 -0.516 0.115
Cl -2.109 -0.320 2.617 0.605
C -1.902 0.568 4.207 -0.898
Cl -2.789 2.062 4.230 0.634
H -0.838 0.741 4.318 0.032
H -2.282 -0.123 4.948 0.047

20
Properties=species:S:1:pos:R:3:lowdin_charge:R:1 method="wB97M-V/def2-TZVPD" e_above_lowest_kj_mol=504.5 gap_ev=9.825 charge=+2 mol_weight_g_mol=116.17 total_energy_ev=-10280.669
C -0.575 -2.305 -2.415 0.211
N -1.219 -1.743 -1.475 0.085
N -0.812 -0.721 -0.551 0.112
C 0.269 0.135 -0.485 -0.398
C 1.391 0.190 -1.500 0.014
N 0.484 1.028 0.353 0.222
N -0.450 1.501 1.748 -0.006
C 0.397 1.623 2.873 -0.094
H -1.093 -3.179 -2.844 0.153
H 0.482 -2.409 -2.581 0.135
H -2.174 -2.056 -1.179 0.222
H -1.474 -0.788 0.295 0.204
H 2.246 -0.593 -1.339 0.150
H 1.914 1.139 -1.597 0.105
H 0.871 -0.069 -2.458 0.090
H -1.397 0.957 2.047 0.224
H -0.809 2.453 1.410 0.202
H 0.719 0.606 3.440 0.168
H 1.364 2.095 2.640 0.115
H -0.134 2.136 3.618 0.087